Entry from OMol25: a 2-piece molecular cluster, C2H8N4O3S overall (the ωB97M-V functional and the def2-TZVPD basis).

Computed properties:
HOMO-LUMO gap	8.90	eV
total energy	-923.79333	hartree
highest occupied orbital energy	-8.81	eV
ΔE to the lowest compared entry with this formula, charge and spin	1.7151	eV
LUMO level	0.09	eV
net charge	0

Each line ends with the natural charge from an NBO analysis.
Positions of all 18 atoms, in Å:
C (-1.376, 0.629, 0.112)  0.5089
C (1.083, 0.882, 0.280)  -0.6904
N (-1.858, 1.322, 1.093)  -0.6950
N (-1.840, -0.702, -0.064)  -0.8567
N (-0.499, 1.204, -0.901)  -0.1798
N (-0.448, 0.500, -1.998)  -0.5634
O (0.194, -1.162, 1.835)  -0.9167
O (0.654, -1.626, -0.499)  -0.9830
O (2.479, -0.970, 1.059)  -0.8791
S (0.963, -0.804, 0.681)  2.3280
H (0.882, 1.610, 1.076)  0.2784
H (1.972, 0.753, -0.439)  0.2510
H (-1.502, 2.237, 1.051)  0.3335
H (-2.165, -1.163, 0.833)  0.4204
H (-1.070, -1.294, -0.482)  0.3885
H (2.738, -1.861, 0.967)  0.5068
H (-0.407, -0.471, -1.882)  0.3717
H (0.198, 0.917, -2.723)  0.3770